#a
Entry from OMol25: an isolated molecule of C4H8ClNO (ωB97M-V with the def2-TZVPD basis set).

Structure (ORCA input):
```
! RIJCOSX wB97M-V def2-TZVPD def2/J DEFGRID3
* xyz 0 1
C 0.1209 1.8371 -0.9511
C 0.5248 -0.6685 1.4476
C -0.1921 -1.2000 -0.9504
C -0.1056 -0.1592 0.2183
N 0.6978 0.9530 -0.3004
O -1.4037 0.4125 0.5479
Cl 1.0910 2.9743 -1.7904
H -1.0038 1.8217 -1.1848
H 0.8404 0.1541 1.9196
H -0.3456 -1.2261 1.9760
H 1.3965 -1.3703 1.2952
H -0.5706 -0.8342 -1.8730
H -0.6805 -2.0491 -0.6399
H 0.8034 -1.4588 -1.1510
H -1.1727 0.8136 1.4365
*
```

Results
E_HOMO in eV: -10.0
Molecular weight in u: 121.57
Frontier orbital gap in eV: 10.9
SMILES: CC(C)(O)/N=C/Cl



#b
Entry from OMol25: an isolated molecule of C4H8ClNO (ωB97M-V with the def2-TZVPD basis set).

Structure (ORCA input):
```
! RIJCOSX wB97M-V def2-TZVPD def2/J DEFGRID3
* xyz 0 1
C -1.2314 -1.0531 0.3211
C 0.3129 -1.3529 0.0021
C 1.1674 -0.3373 -0.0270
C 1.0197 1.0661 0.4612
H -1.5872 -0.7219 -1.6885
H -1.4552 0.6542 -0.6911
H -1.6811 -1.9960 0.6727
H -1.2157 -0.1765 1.0581
H 0.5728 -2.5099 -0.0508
H 2.0203 1.5874 0.4315
H 0.5992 1.0984 1.5153
H 0.4117 2.8724 -0.2935
N -1.9697 -0.3107 -0.8078
O 0.2156 1.7824 -0.4707
Cl 2.8207 -0.6028 -0.4325
*
```

Results
E_HOMO in eV: -9.2
Molecular weight in u: 121.57
Frontier orbital gap in eV: 9.5
SMILES: NC/C=C(/Cl)CO



Energy ordering: #a at the bottom, the next structure 31.3 kcal/mol above.



#a
Entry from OMol25: an isolated molecule of C5H5F (ωB97M-V with the def2-TZVPD basis set).

Structure (ORCA input):
```
! RIJCOSX wB97M-V def2-TZVPD def2/J DEFGRID3
* xyz 0 1
C 0.2966 -0.4421 0.7104
C 0.9237 -1.6024 0.7659
C 0.4413 0.4415 -0.5055
C -0.7771 1.1357 -0.7505
C -1.8900 1.5959 -0.8128
H 1.6013 -1.8334 -0.0068
H 0.9762 -2.2888 1.6182
H 1.1640 1.3145 -0.2984
H 0.7588 -0.1130 -1.3655
H -2.9342 1.8127 -0.9823
F -0.5605 -0.0206 1.6273
*
```

Results
E_HOMO in eV: -9.7
Molecular weight in u: 84.09
Frontier orbital gap in eV: 10.7
SMILES: C#CCC(=C)F



#b
Entry from OMol25: an isolated molecule of C5H5F (ωB97M-V with the def2-TZVPD basis set).

Structure (ORCA input):
```
! RIJCOSX wB97M-V def2-TZVPD def2/J DEFGRID3
* xyz 0 1
C -1.9854 -0.0127 -0.0442
C -0.3889 -0.0851 -0.2779
C 0.5593 0.8550 -0.0922
C 1.8193 0.1109 -0.0806
C 2.9315 -0.4688 -0.1548
H -2.9207 -0.8324 -0.4476
H -1.9415 -0.4145 1.2016
H -2.1866 1.1411 -0.3678
H 0.4620 2.0261 0.0288
H 3.8788 -0.9018 0.3661
F -0.2278 -1.4177 -0.1314
*
```

Results
E_HOMO in eV: -9.0
Molecular weight in u: 84.09
Frontier orbital gap in eV: 9.5
SMILES: C#C/C=C(/C)F



#c
Entry from OMol25: an isolated molecule of C5H5F (ωB97M-V with the def2-TZVPD basis set).

Structure (ORCA input):
```
! RIJCOSX wB97M-V def2-TZVPD def2/J DEFGRID3
* xyz 0 1
C -2.9167 -0.0563 0.0279
C -1.7762 -0.3885 -0.1325
C -0.4031 -0.6490 -0.0680
C 0.4436 0.3848 -0.0283
C 1.9191 0.1230 0.0057
F 0.0667 1.6896 -0.0846
H -3.8104 0.4322 0.2099
H -0.1144 -1.7367 0.0410
H 2.2245 0.8637 -0.7788
H 1.9175 -0.9690 -0.2446
H 2.4493 0.3061 1.0523
*
```

Results
E_HOMO in eV: -8.9
Molecular weight in u: 84.09
Frontier orbital gap in eV: 9.8
SMILES: C#C/C=C(/C)F



Energy ordering: #a at the bottom, the next structure 3.2 kcal/mol above.



#a
Entry from OMol25: an isolated molecule of C7H10S (ωB97M-V with the def2-TZVPD basis set).

Structure (ORCA input):
```
! RIJCOSX wB97M-V def2-TZVPD def2/J DEFGRID3
* xyz 0 1
C 1.3813 -0.9712 2.6676
C 1.4600 -2.1358 2.1682
C -1.0026 0.2935 -1.6553
C 0.2207 -0.7884 0.3910
C -1.0613 1.8650 -1.7212
C 1.4873 -1.0236 1.1638
C 0.1668 -0.2050 -0.8104
S -2.0105 2.7854 -0.4501
H 1.2164 -0.5328 3.6064
H 1.5083 -3.2088 2.1950
H -1.9407 -0.0732 -1.2000
H -0.7549 -0.1257 -2.7104
H -0.6228 -1.0637 1.0839
H -2.2828 1.7183 0.2639
H -0.1247 2.4303 -1.7975
H -1.3896 2.0217 -2.8089
H 2.5305 -0.8275 0.7165
H 1.2187 -0.1586 -1.1025
*
```

Results
E_HOMO in eV: -8.9
Molecular weight in u: 126.22
Frontier orbital gap in eV: 9.9
SMILES: SCC/C=C/C1C=C1



#b
Entry from OMol25: an isolated molecule of C7H10S (ωB97M-V with the def2-TZVPD basis set).

Structure (ORCA input):
```
! RIJCOSX wB97M-V def2-TZVPD def2/J DEFGRID3
* xyz 0 1
C 1.0365 1.5835 0.2408
C 0.3765 0.2518 -0.0491
C -0.8165 0.3372 -1.0156
C -1.6070 -0.8659 -0.6683
C -1.3396 -1.2240 0.5803
C -0.2837 -0.4081 1.2486
C 1.3570 -0.7758 -0.5829
H 1.8057 1.4522 1.0636
H 1.6125 1.9868 -0.6225
H 0.3588 2.3642 0.5427
H -0.5351 0.3983 -2.0962
H -1.3798 1.2510 -0.8080
H -2.3445 -1.3262 -1.2804
H -1.7890 -2.0598 1.0794
H 0.4252 -0.9514 1.9063
H -0.7627 0.3912 1.8987
H 1.0139 -1.5178 -1.3219
S 2.8717 -0.8873 -0.1156
*
```

Results
E_HOMO in eV: -8.5
Molecular weight in u: 126.22
Frontier orbital gap in eV: 8.5
SMILES: CC1(C=S)CC=CC1



#c
Entry from OMol25: an isolated molecule of C7H10S (ωB97M-V with the def2-TZVPD basis set).

Structure (ORCA input):
```
! RIJCOSX wB97M-V def2-TZVPD def2/J DEFGRID3
* xyz 0 1
C 0.4945 1.9634 0.6573
C 0.3334 -0.5466 -0.3814
C 1.6564 -1.1804 -0.1578
C 2.8576 -0.6296 -0.3123
C -0.8017 -1.2737 -0.2092
C -2.2032 -0.8289 -0.1052
C -2.7925 0.3225 -0.4108
H 0.5148 3.0614 0.5438
H 1.4192 1.6505 1.2064
H -0.4004 1.6695 1.2580
H 1.5497 -2.1785 0.3263
H 3.0174 0.4089 -0.6342
H 3.7593 -1.1845 -0.0521
H -0.7758 -2.4184 -0.0996
H -2.8871 -1.6003 0.3540
H -2.2881 1.1845 -0.8415
H -3.8585 0.4054 -0.1867
S 0.4049 1.1749 -0.9547
*
```

Results
E_HOMO in eV: -8.5
Molecular weight in u: 126.22
Frontier orbital gap in eV: 8.6
SMILES: C=C/C=C(/C=C)SC



Energy ordering: #b at the bottom, the next structure 21.0 kcal/mol above.



#a
Entry from OMol25: C14H33O5PRuS5 as an isolated structure (ωB97M-V with the def2-TZVPD basis set).

Structure (ORCA input):
```
! RIJCOSX wB97M-V def2-TZVPD def2/J DEFGRID3
* xyz 1 2
Ru -0.8436 0.4505 -0.1898
S -2.6515 4.8213 0.5673
C -2.0192 3.3023 0.3548
S -0.6526 2.7115 1.1951
S -2.6733 2.1841 -0.7790
C -2.5581 -0.2338 3.3190
O -2.0167 -1.3666 2.6485
P -1.8538 -1.4092 1.0413
O -1.1608 -2.8332 0.8932
C 0.0632 -3.1498 1.5514
O -3.2827 -1.9262 0.5181
C -4.3256 -1.0824 0.0604
H -2.9935 -0.6029 4.2486
H -3.3363 0.2477 2.7214
H -1.7679 0.4867 3.5468
H 0.4876 -4.0003 1.0164
H -0.1266 -3.4308 2.5868
H 0.7497 -2.3008 1.5256
H -4.7108 -1.4930 -0.8766
H -3.9866 -0.0497 -0.0940
H -5.1352 -1.0813 0.7906
O 1.0353 0.0336 1.3199
S 2.1696 1.0159 1.2487
C 3.6577 -0.0870 1.2236
C 4.3419 0.0075 2.5794
C 3.2567 0.3536 3.5943
C 2.4882 1.5073 2.9838
H 4.3026 0.2201 0.4052
H 3.2616 -1.0799 1.0230
H 5.0877 0.8041 2.5707
H 4.8491 -0.9275 2.8210
H 3.6854 0.6278 4.5575
H 2.5783 -0.4897 3.7364
H 3.0827 2.4165 2.9335
H 1.5381 1.7168 3.4661
C -2.8780 0.2319 -3.4147
S -1.3694 -0.5133 -2.7387
C -1.9224 -2.2248 -2.4667
H -3.6690 0.2245 -2.6706
H -3.1671 -0.3082 -4.3108
H -2.6361 1.2602 -3.6635
H -1.7592 -2.7916 -3.3805
H -2.9741 -2.2267 -2.2055
H -1.3479 -2.6563 -1.6495
C 1.6438 -1.3538 -1.6825
C 2.0018 0.0400 -2.1899
O 1.1618 0.9886 -1.5340
C 1.3347 2.3376 -1.9624
C 0.6723 2.6365 -3.3007
H 2.5385 -1.9327 -1.4754
H 1.0378 -1.8926 -2.4042
H 1.0703 -1.2455 -0.7511
H 1.8730 0.1003 -3.2768
H 3.0454 0.2917 -1.9530
H 2.4054 2.5725 -2.0107
H 0.8755 2.9415 -1.1719
H 1.1263 2.0547 -4.0988
H 0.7876 3.6896 -3.5392
H -0.3927 2.4109 -3.2555
*
```

Results
E_HOMO (spin up / spin down) in eV: -10.7 / -10.8
Molecular weight in u: 573.79
Frontier orbital gap (spin up / spin down) in eV: 6.1 / 6.6



#b
Entry from OMol25: C14H33O5PRuS5 as an isolated structure (ωB97M-V with the def2-TZVPD basis set).

Structure (ORCA input):
```
! RIJCOSX wB97M-V def2-TZVPD def2/J DEFGRID3
* xyz 1 2
Ru -0.5327 1.0226 0.2555
S -2.7583 4.8657 -0.4059
C -1.9926 3.4930 -0.0362
S -0.2427 3.1465 -0.1337
S -2.5805 1.9654 0.5577
C -0.5186 3.2727 3.9305
O -0.8645 1.9230 3.5432
P -0.0700 1.1297 2.4352
O 1.4094 1.0474 2.9707
C 2.5825 1.3055 2.1779
O -0.6075 -0.3672 2.7211
C -1.9623 -0.6507 3.1322
H -0.5176 3.2964 5.0159
H -1.2727 3.9465 3.5320
H 0.4681 3.5461 3.5586
H 3.2416 0.4502 2.2937
H 3.0510 2.2136 2.5498
H 2.3167 1.4292 1.1267
H -2.0113 -1.7239 3.2930
H -2.6706 -0.3572 2.3580
H -2.1883 -0.1281 4.0571
O -1.2777 0.9188 -1.7655
S -1.1715 0.0205 -2.9899
C -0.7477 1.1472 -4.3572
C -2.0443 1.5090 -5.0752
C -2.9225 0.2620 -5.0060
C -2.8919 -0.1713 -3.5469
H -0.0526 0.6094 -5.0031
H -0.2313 1.9862 -3.8924
H -1.8461 1.8189 -6.1000
H -2.5329 2.3388 -4.5618
H -2.5171 -0.5238 -5.6478
H -3.9456 0.4526 -5.3269
H -3.2150 -1.1934 -3.3612
H -3.4484 0.5145 -2.9052
C 3.7072 -3.4579 1.8072
S 2.3220 -2.3126 1.9479
C 1.8971 -2.5786 3.6773
H 4.4935 -3.2004 2.5149
H 4.1062 -3.3785 0.7974
H 3.3842 -4.4836 1.9767
H 1.5630 -3.6016 3.8422
H 1.0891 -1.8916 3.9191
H 2.7497 -2.3636 4.3198
C -1.2098 -2.2066 0.0702
C 0.0791 -2.1936 -0.7141
O 0.6148 -0.8597 -0.7260
C 1.8987 -0.8188 -1.3678
C 2.2531 0.6028 -1.7583
H -1.7992 -3.0861 -0.1869
H -1.8284 -1.3286 -0.1603
H -1.0047 -2.2253 1.1374
H -0.0769 -2.5006 -1.7538
H 0.8109 -2.8591 -0.2534
H 1.8453 -1.4680 -2.2466
H 2.6377 -1.2401 -0.6810
H 1.9957 0.8246 -2.7937
H 3.3183 0.7869 -1.6288
H 1.7188 1.3246 -1.1335
*
```

Results
E_HOMO (spin up / spin down) in eV: -10.8 / -10.7
Molecular weight in u: 573.79
Frontier orbital gap (spin up / spin down) in eV: 7.6 / 6.3



Energy ordering: #b at the bottom, the next structure 21.6 kcal/mol above.